C24H44F16NO11S | ωB97M-V/def2-TZVPD

Calculated values
LUMO = -4.68 eV
Total charge = +1
Electronic energy = -103913.5850 eV

The geometry in XYZ format:
```
97
Properties=species:S:1:pos:R:3:forces:R:3
C 1.9099 -3.5111 2.4360 0.878 0.551 -0.688
C 1.0437 -3.4589 1.1480 -0.751 -0.774 0.870
O -0.0077 -4.0528 1.1269 0.360 0.308 -0.640
O 1.4043 -2.7896 -0.0163 -0.278 0.573 0.651
C 1.5152 -1.3749 0.1903 1.245 0.770 0.918
C 0.1439 -0.6323 0.4011 -0.200 -0.468 -0.512
C -0.6678 -0.4695 -0.9196 0.891 1.346 0.208
N -1.5160 -1.5258 -1.1511 -0.029 1.609 -1.491
C -2.3614 -1.5913 -2.2322 -1.017 0.000 -0.800
C -3.2784 -2.8692 -2.2720 1.422 0.539 -0.213
C -4.5205 -2.7626 -3.2055 0.519 -0.828 -0.130
C -5.8359 -2.1629 -2.6443 -0.042 0.203 -2.519
F -6.8748 -3.0103 -2.9912 1.040 0.868 1.212
F -6.0988 -1.0081 -3.3984 0.463 -0.849 1.160
C -5.9098 -1.7036 -1.1529 -1.614 2.591 0.117
F -7.0116 -0.8712 -1.0836 1.064 -1.293 -0.228
F -4.8809 -0.8854 -0.7495 -0.560 -1.409 -0.997
S -6.2069 -3.0094 0.1555 -1.653 -0.534 4.001
F -4.7306 -2.7357 0.8468 -0.999 -0.722 -1.344
F -6.7703 -1.8187 1.1446 0.777 -1.208 -0.908
F -7.7492 -3.2355 -0.3035 2.010 0.004 -0.401
F -5.6478 -4.2212 -0.7593 -0.308 1.258 0.449
F -6.4696 -4.0877 1.3382 0.383 1.062 -1.283
C -2.4019 -0.5474 -3.2025 2.083 0.779 2.260
C -1.5100 0.6099 -3.0061 0.254 -0.820 0.723
C -1.6760 1.7170 -4.1097 0.063 0.570 0.817
O -0.9349 1.4430 -5.3140 -2.092 0.457 -0.090
O 0.2068 0.7402 -4.9854 1.894 -0.980 0.615
C -0.5755 0.6818 -1.8303 -1.877 -2.424 -1.389
C 0.3910 1.9012 -1.5613 -0.407 0.349 0.663
F 1.5655 1.5415 -0.9200 -1.582 0.014 -0.459
F 0.7931 2.5908 -2.6652 -0.726 -0.942 0.463
C -0.3942 2.9602 -0.6444 -0.248 0.237 0.249
F -1.3984 3.5593 -1.3680 1.256 -0.812 0.386
F -1.0209 2.3186 0.4061 1.060 0.531 -1.009
C 0.5046 4.1365 -0.0650 -0.644 2.092 0.896
F -0.3645 5.0017 0.5592 0.783 -1.154 -0.679
F 1.1115 4.8686 -1.0355 -0.456 -1.440 0.871
F 1.4006 3.7720 0.8784 -0.706 -0.251 -1.288
H 2.9977 -3.3987 2.1730 -1.010 -0.122 0.299
H 1.6537 -2.6842 3.1518 0.040 -0.723 -0.768
H 1.7279 -4.4871 2.9418 -0.012 0.835 -0.504
H 2.1209 -0.9156 -0.6331 -0.699 -0.636 0.599
H 2.1185 -1.2226 1.1304 -0.576 0.177 -0.865
H 0.3652 0.3456 0.8886 -0.309 -0.806 -0.536
H -0.4952 -1.2500 1.0947 0.633 0.715 -0.497
H -1.5176 -2.3081 -0.4814 0.160 0.386 -0.231
H -2.6131 -3.6813 -2.6859 -0.671 0.689 0.404
H -3.4677 -3.1450 -1.2083 -0.189 0.098 -0.885
H -4.2405 -2.2056 -4.1392 -0.474 -0.424 0.971
H -4.7502 -3.8013 -3.5718 0.019 1.007 0.561
H -3.0892 -0.5505 -4.0681 0.571 -0.062 0.784
H -1.4132 2.7457 -3.7370 -0.054 -1.134 -0.152
H -2.7588 1.7610 -4.3868 0.911 -0.164 0.032
H 0.3039 0.0650 -5.6854 -0.362 0.488 0.154
C -8.2631 1.6473 0.9503 0.198 -0.221 -0.124
O -7.2444 2.2275 0.1451 0.127 0.102 -0.070
H -8.9079 2.4384 1.3279 0.107 0.030 -0.081
H -8.8578 0.9538 0.3501 -0.144 -0.031 0.174
H -7.8108 1.1180 1.7930 -0.209 -0.045 0.091
H -6.6919 1.5063 -0.1734 -0.070 0.130 0.004
C 3.3938 2.0564 3.3590 -0.045 0.474 -0.112
O 2.4219 1.0969 2.9814 -0.417 -0.619 -0.248
H 4.2768 1.5613 3.7563 -0.157 -0.127 -0.031
H 3.6758 2.6386 2.4778 0.214 0.174 0.172
H 2.9821 2.7148 4.1257 0.247 0.099 0.015
H 1.6644 1.5818 2.6371 0.100 -0.003 0.155
C 5.2239 0.0892 -1.4231 0.082 0.233 0.226
O 5.0200 -0.0227 -0.0185 -0.152 -0.035 0.018
H 4.8745 -0.8259 -1.8994 0.022 0.000 0.104
H 4.6584 0.9389 -1.8158 0.062 -0.036 -0.200
H 6.2868 0.2222 -1.6362 -0.052 -0.023 -0.217
H 5.3355 0.7956 0.3808 -0.056 -0.154 0.061
C 1.9717 5.1511 -5.1188 -0.218 -0.179 0.199
O 2.1182 3.8264 -5.6046 0.048 -0.171 -0.067
H 2.6517 5.8099 -5.6552 0.000 -0.147 -0.042
H 0.9445 5.4910 -5.2771 0.051 0.227 0.070
H 2.2128 5.1792 -4.0524 -0.018 0.255 0.017
H 1.5069 3.2734 -5.1058 0.116 -0.058 -0.171
C -2.2082 -5.5103 4.0099 0.188 -0.066 -0.230
O -0.9864 -5.0456 3.4480 -0.137 -0.068 0.223
H -2.2432 -5.2190 5.0582 0.055 0.009 -0.066
H -3.0552 -5.0616 3.4830 -0.142 -0.078 0.131
H -2.2620 -6.5994 3.9372 -0.187 0.003 0.120
H -0.9744 -5.3115 2.5227 0.172 0.215 0.083
C 6.9082 2.9556 5.2352 -0.130 0.285 0.114
O 5.7605 3.7060 4.8442 -0.118 0.037 -0.064
H 6.9302 2.0275 4.6687 -0.033 0.085 0.009
H 7.8139 3.5283 5.0230 0.116 -0.188 0.043
H 6.8551 2.7254 6.3017 0.186 -0.131 -0.029
H 5.7634 4.5208 5.3579 -0.074 -0.088 -0.105
C 9.2144 0.2451 3.4081 0.204 0.246 0.065
O 9.3851 0.9705 4.6193 -0.020 0.012 0.029
H 8.4793 -0.5407 3.5741 0.037 0.063 0.081
H 8.8561 0.9137 2.6201 -0.023 -0.152 -0.140
H 10.1626 -0.2067 3.1072 -0.104 -0.102 -0.160
H 10.0381 1.6583 4.4494 -0.065 -0.086 0.124
```
Forces are in eV/Å.

C24H44I4N3O13S4 | ωB97M-V/def2-TZVPD

Calculated values
LUMO = -4.25 eV
Total charge = +1
Electronic energy = -132422.5765 eV

The geometry in XYZ format:
```
92
Properties=species:S:1:pos:R:3:forces:R:3
C 3.6632 -1.0693 -3.5367 1.226 -0.434 -0.249
C 3.6020 -2.5933 -3.6436 -0.165 0.334 0.040
I 5.4587 -3.5818 -3.9145 -0.621 0.554 0.098
C 2.4367 -3.2447 -3.5978 0.447 -0.945 0.102
I 2.3894 -5.3825 -3.8023 -0.357 0.749 0.306
C 1.1058 -2.5987 -3.4366 0.444 -0.764 -1.326
C 0.1619 -2.7226 -4.5058 -0.608 0.230 -0.153
N 0.4890 -3.4268 -5.6938 -0.684 0.582 0.205
C -1.1143 -2.1683 -4.3884 0.749 -0.263 0.753
C -1.4515 -1.5112 -3.2177 -1.363 0.325 -1.438
C -2.8632 -0.9360 -3.0708 0.382 -0.947 -0.540
I -3.2747 0.2882 -4.8282 0.019 0.170 0.558
C -3.8915 -2.0995 -3.1216 -0.400 0.482 0.928
C -5.2862 -1.7053 -2.5821 0.011 -0.592 -0.118
I -3.1252 -3.7144 -1.8481 -0.127 0.094 -0.084
N -0.5485 -1.4046 -2.2541 -0.123 0.617 0.769
C 0.6880 -1.9240 -2.3368 0.250 -0.235 0.031
O 1.5043 -1.7653 -1.2329 -0.745 0.752 0.414
C 1.6297 -0.4825 -0.9127 1.806 0.840 -0.892
N 2.0387 0.6101 -0.9039 -1.228 -1.385 0.507
H 3.2939 -0.5928 -4.4550 -0.176 -0.094 0.334
H 3.1948 -0.6808 -2.6321 -0.078 -0.041 -0.348
H 4.7270 -0.7990 -3.4675 -0.375 0.105 0.024
H -0.4018 -3.8007 -6.0230 0.277 -0.229 -0.165
H 0.7352 -2.7472 -6.4172 0.546 -0.217 0.126
H -1.8443 -2.2383 -5.1904 0.235 0.013 0.150
H -2.9677 -0.3224 -2.1701 -0.088 -0.143 -0.209
H -3.9860 -2.5374 -4.1181 0.311 0.060 0.218
H -5.9631 -1.3855 -3.3859 0.371 0.202 0.154
H -5.7354 -2.6112 -2.1569 -0.055 0.382 -0.054
H -5.2372 -0.9587 -1.7814 0.024 -0.151 -0.201
H -0.8189 -0.9158 -1.4035 0.062 -0.101 0.007
O 7.9139 -1.3794 -2.3254 -0.342 -0.046 -0.003
S 8.1075 -1.2260 -0.9146 0.643 0.281 0.343
O 7.2277 -1.8556 0.0221 -0.243 -0.104 -0.243
O 8.2026 0.3299 -0.5743 0.150 -0.160 -0.014
C 7.1134 1.1797 -0.9733 -0.643 0.321 -0.091
C 5.8801 0.9836 -0.1104 -0.071 -0.261 0.047
C 9.7645 -1.6526 -0.4995 0.089 0.078 -0.007
H 6.8856 1.0257 -2.0304 0.122 -0.145 0.014
H 7.4688 2.2033 -0.8667 0.286 -0.141 0.041
H 5.4637 -0.0163 -0.2372 0.011 0.014 -0.019
H 5.1074 1.7060 -0.3779 0.096 0.076 -0.017
H 6.1281 1.0994 0.9451 -0.002 0.073 -0.024
H 10.4429 -1.1541 -1.1870 -0.034 0.016 0.004
H 9.8542 -2.7327 -0.5962 -0.092 0.008 -0.030
H 9.9569 -1.3540 0.5279 -0.042 0.008 -0.013
O -5.8264 -1.5541 1.0168 -0.227 -0.021 -0.002
S -5.4920 -1.4797 2.4113 0.672 0.247 0.346
O -6.3673 -1.9882 3.4170 -0.293 -0.126 -0.272
O -5.1032 0.0219 2.7675 0.216 -0.222 -0.126
C -6.0629 1.0644 2.4914 -0.678 0.560 0.037
C -7.2241 1.0489 3.4668 -0.076 -0.329 0.060
C -3.8982 -2.1925 2.6613 0.101 0.059 -0.020
H -6.4120 0.9916 1.4597 0.107 -0.174 0.000
H -5.5291 2.0088 2.5835 0.302 -0.208 -0.051
H -7.8181 0.1416 3.3622 -0.012 0.031 -0.016
H -7.8807 1.9012 3.2913 0.111 0.063 -0.038
H -6.8620 1.0810 4.4948 0.007 0.084 -0.023
H -3.2097 -1.7915 1.9219 -0.007 0.025 0.030
H -3.9973 -3.2693 2.5386 -0.110 0.026 -0.016
H -3.5649 -1.9649 3.6707 -0.014 0.022 -0.017
O 0.1638 -2.1559 4.5972 -0.208 0.170 -0.235
S 0.8289 -1.0240 5.1702 0.597 -0.028 0.448
O 0.2052 0.2628 5.1934 -0.267 -0.097 -0.181
O 2.2740 -0.8871 4.5011 -0.073 -0.114 0.227
C 2.3396 -0.7821 3.0716 -0.023 0.231 -0.703
C 1.8818 0.5753 2.5709 -0.254 0.077 0.107
C 1.3665 -1.4189 6.7993 0.107 -0.056 0.018
H 1.7637 -1.5897 2.6115 -0.058 -0.043 0.180
H 3.3832 -0.9351 2.7984 0.033 -0.094 0.312
H 0.8238 0.7366 2.7786 0.015 -0.012 0.008
H 2.0257 0.6541 1.4931 0.147 -0.002 0.176
H 2.4331 1.3747 3.0662 0.054 -0.028 -0.052
H 1.8707 -2.3815 6.7840 -0.003 0.018 -0.033
H 0.4806 -1.4658 7.4294 -0.048 0.016 -0.086
H 2.0308 -0.6329 7.1497 -0.018 0.011 -0.042
O -4.4361 4.0345 1.0459 -0.133 0.086 -0.186
S -3.5601 5.1122 1.4009 0.568 0.003 0.398
O -4.0014 6.4689 1.3527 -0.282 -0.073 -0.148
O -2.2073 4.9732 0.5620 -0.012 -0.136 0.205
C -2.3006 4.9288 -0.8725 -0.116 0.160 -0.713
C -2.6284 6.2824 -1.4731 -0.200 0.140 0.154
C -2.8730 4.8052 2.9939 0.111 -0.098 -0.004
H -3.0291 4.1737 -1.1780 -0.068 0.013 0.189
H -1.3254 4.6013 -1.2326 0.068 -0.052 0.324
H -3.6229 6.6153 -1.1790 0.007 -0.027 -0.023
H -2.5994 6.2348 -2.5624 0.088 -0.078 0.016
H -1.9199 7.0360 -1.1292 0.046 -0.042 -0.056
H -2.5045 3.7832 3.0331 0.003 0.016 -0.016
H -3.6691 4.9482 3.7219 -0.053 0.023 -0.081
H -2.0724 5.5181 3.1740 -0.024 0.010 -0.033
```
Forces are in eV/Å.

So what do the calculations give for orbital gap? Going down the list: 7.089 7.063 eV.